(1)
17
Properties=species:S:1:pos:R:3 method="wB97M-V/def2-TZVPD" gap_ha=0.3445 multiplicity=1 smiles="C=C(C)/C=C/CO" lumo_energy_ev=0.771
C 0.531 -0.098 2.142
C 0.893 -0.576 0.753
C 2.076 -1.170 0.579
C -1.714 0.960 -1.652
O -1.316 0.154 -2.742
C -0.784 0.881 -0.436
C 0.169 -0.050 -0.411
H 1.156 -0.573 2.887
H 0.453 0.990 2.113
H -0.501 -0.405 2.354
H 2.912 -1.093 1.261
H 2.314 -1.586 -0.396
H -2.669 0.662 -1.211
H -1.692 1.965 -2.066
H -1.310 -0.750 -2.394
H -1.152 1.133 0.533
H 0.635 -0.444 -1.313

(2)
17
Properties=species:S:1:pos:R:3 method="wB97M-V/def2-TZVPD" gap_ha=0.3361 multiplicity=1 smiles="CC1=CCO[C@@H]1C" lumo_energy_ev=0.974
C 2.001 0.016 0.012
C 0.651 0.709 -0.155
O 0.334 0.870 -1.533
C -0.839 0.169 -1.770
C -1.231 -0.610 -0.622
C -0.550 -0.066 0.361
C -0.891 -0.217 1.765
H 2.267 -0.041 1.071
H 1.970 -0.996 -0.396
H 2.789 0.576 -0.504
H 0.706 1.700 0.299
H -1.665 0.860 -2.098
H -2.149 -1.188 -0.611
H -0.454 -1.005 -2.224
H -0.181 -0.877 2.248
H -0.868 0.747 2.283
H -1.889 -0.649 1.873

(3)
17
Properties=species:S:1:pos:R:3 method="wB97M-V/def2-TZVPD" gap_ha="0.3073 / 0.3073" multiplicity=1 lumo_energy_ev="-0.384 / -0.384"
O 1.628 -0.622 1.291
C 1.413 -0.420 0.018
C 0.119 -0.882 -0.500
C -1.091 -0.531 0.294
C -1.439 0.945 -0.015
C -0.166 1.700 -0.261
C 1.019 1.102 -0.365
H 0.964 -2.091 1.064
H 2.235 -0.672 -0.684
H 0.491 -2.476 0.502
H 0.004 -1.057 -1.573
H -0.831 -0.631 1.351
H -1.930 -1.189 0.051
H -2.069 1.013 -0.913
H -2.022 1.379 0.805
H -0.232 2.776 -0.413
H 1.907 1.657 -0.653

(4)
17
Properties=species:S:1:pos:R:3 method="wB97M-V/def2-TZVPD" gap_ha=0.3511 multiplicity=1 lumo_energy_ev=1.156
C -1.937 -0.160 1.242
C -1.612 0.710 0.059
C -0.997 -0.654 0.178
C 0.466 -0.832 0.515
C 1.515 -0.423 -0.459
C 1.737 0.640 0.344
O 0.883 0.310 1.355
H -1.505 0.128 2.196
H -2.922 -0.613 1.303
H -2.376 0.859 -0.699
H -0.982 1.577 0.237
H -1.378 -1.420 -0.492
H 0.667 -1.801 0.967
H 2.221 -1.068 -0.952
H 1.631 0.411 -1.996
H 2.341 0.785 -2.231
H 2.253 1.603 0.369

Summary of ΔE to the lowest compared entry with this formula, charge and spin in kcal per mole
38.7 55.6 108.6 105.3
(order as listed above)